{"formula": "C10H30O5", "method": "the ωB97M-V functional and the def2-TZVPD basis", "elements": ["C", "C", "O", "H", "H", "H", "H", "H", "H", "C", "C", "O", "H", "H", "H", "H", "H", "H", "C", "C", "O", "H", "H", "H", "H", "H", "H", "C", "C", "O", "H", "H", "H", "H", "H", "H", "C", "C", "O", "H", "H", "H", "H", "H", "H"], "coordinates": [[0.195054, -3.269625, -0.029039], [0.166804, -2.358522, 1.165580], [-1.159498, -2.264993, 1.733895], [0.057494, -4.314708, 0.258487], [1.201069, -3.245676, -0.469346], [-0.541552, -2.997444, -0.777807], [0.394060, -1.320674, 0.909914], [0.867442, -2.629548, 1.958018], [-1.279362, -3.039824, 2.290284], [2.470206, 3.139985, 4.527255], [3.113911, 2.699307, 3.236577], [4.535049, 2.848970, 3.366998], [2.782928, 4.168693, 4.706644], [2.820339, 2.532306, 5.364095], [1.385464, 3.045335, 4.516513], [2.768474, 3.322825, 2.402772], [2.885685, 1.666212, 2.950927], [4.967750, 2.155758, 2.863478], [0.352800, -0.543066, -3.194685], [1.886618, -0.602728, -3.094563], [2.474668, -0.886744, -4.381162], [-0.095711, 0.065524, -2.405395], [-0.043108, -1.551957, -3.049698], [0.007846, -0.160116, -4.152274], [2.184368, -1.432251, -2.460873], [2.251973, 0.366772, -2.752074], [2.802711, -0.062277, -4.746196], [-0.311077, 2.632917, 1.190111], [-0.410295, 1.818847, -0.099668], [-1.399408, 0.788993, 0.002069], [0.287213, 2.103387, 1.936754], [-1.301881, 2.803942, 1.608345], [0.162899, 3.598459, 1.005487], [0.566031, 1.382855, -0.329573], [-0.756053, 2.468303, -0.901009], [-1.108992, 0.205999, 0.712943], [-3.648921, -2.335239, -1.693410], [-4.361632, -1.043987, -2.053702], [-4.030247, 0.017751, -1.159624], [-3.829283, -2.541845, -0.637282], [-2.575469, -2.265640, -1.865382], [-4.063446, -3.170455, -2.262517], [-5.444972, -1.161345, -2.007505], [-4.158253, -0.723725, -3.084908], [-3.069690, 0.089244, -1.099455]], "atomic_forces_ev_per_a": [[0.941, -0.409, -0.017], [-0.952, 0.649, 0.533], [0.467, -0.122, -0.052], [-0.267, 0.067, 0.065], [-0.194, 0.129, -0.131], [-0.070, 0.096, 0.003], [0.212, -0.118, -0.298], [0.156, -0.235, -0.163], [-0.196, 0.015, -0.002], [0.238, -0.239, 0.199], [0.289, -0.108, -0.482], [-0.182, -0.033, 0.093], [-0.255, 0.042, 0.132], [0.122, 0.014, -0.077], [-0.051, 0.226, -0.213], [-0.032, 0.044, 0.082], [-0.146, -0.009, 0.286], [0.007, 0.058, -0.037], [0.078, -0.491, 0.506], [-0.589, 0.331, -1.138], [-0.055, 0.000, 0.343], [0.148, 0.042, 0.032], [-0.127, 0.070, -0.274], [0.165, 0.027, -0.080], [0.142, 0.220, 0.374], [0.235, -0.200, 0.350], [-0.038, -0.018, -0.078], [0.144, -0.191, -0.043], [-0.475, 0.227, 0.500], [0.496, 0.009, 0.011], [-0.058, 0.024, 0.027], [-0.046, 0.048, -0.080], [0.031, -0.029, 0.006], [0.007, 0.094, -0.288], [0.174, -0.107, -0.193], [-0.348, -0.195, 0.035], [-0.488, 0.015, 0.067], [0.152, 0.514, -0.058], [-0.209, -0.264, -0.193], [0.133, -0.016, 0.018], [0.042, -0.012, -0.036], [0.171, 0.008, -0.098], [0.008, -0.070, 0.223], [0.172, -0.201, 0.008], [0.048, 0.098, 0.138]], "mulliken_charge": [-0.67, -0.03, -0.54, 0.38, 0.26, -0.03, -0.02, 0.36, 0.29, -1.04, -0.03, -0.54, 0.29, 0.29, 0.33, 0.16, 0.24, 0.30, -0.45, -0.27, -0.54, 0.01, 0.12, 0.37, 0.10, 0.36, 0.32, -1.18, -0.14, -0.35, 0.21, 0.32, 0.41, 0.19, 0.33, 0.16, -0.62, -0.24, -0.50, 0.25, -0.08, 0.39, 0.31, 0.23, 0.29], "smiles": "CCO.CCO.CCO.CCO.CCO", "multiplicity": 1}



{"formula": "C10H30O6V", "method": "the ωB97M-V functional and the def2-TZVPD basis", "elements": ["V", "C", "O", "H", "H", "H", "C", "O", "H", "H", "H", "C", "C", "O", "H", "H", "H", "H", "H", "H", "C", "C", "O", "H", "H", "H", "H", "H", "H", "C", "C", "O", "H", "H", "H", "H", "H", "H", "C", "C", "O", "H", "H", "H", "H", "H", "H"], "coordinates": [[-0.279460, 0.308360, 0.010009], [-0.209446, -2.961836, -1.176536], [-0.612860, -1.789373, -0.564867], [-0.252432, -3.828280, -0.503931], [-0.809709, -3.205847, -2.070660], [0.814737, -2.852457, -1.581513], [-0.100465, 3.229124, 1.703234], [-0.093193, 2.382711, 0.598498], [0.719953, 3.964183, 1.672677], [-1.043418, 3.792855, 1.781597], [0.040847, 2.621238, 2.616182], [1.774186, 1.113936, -4.189562], [1.475977, 0.257706, -2.961512], [0.565423, 0.916123, -2.083336], [2.230876, 0.513105, -4.979763], [2.485778, 1.924865, -4.010359], [0.848378, 1.544263, -4.573449], [2.405592, 0.092934, -2.400571], [0.990120, -0.646848, -3.323389], [0.855453, 1.832807, -1.955964], [3.564601, -1.453351, 1.472916], [2.444487, -1.290425, 0.493917], [1.832504, 0.006189, 0.520206], [3.233531, -1.272850, 2.501667], [4.376752, -0.720719, 1.362245], [4.071049, -2.415011, 1.413574], [1.636160, -2.004164, 0.658403], [2.812788, -1.521884, -0.514304], [2.524998, 0.646127, 0.314108], [-0.862448, -0.012895, 4.420719], [-0.080225, -0.448432, 3.198529], [-0.866016, -0.580243, 2.022237], [-0.299625, -0.287234, 5.315009], [-1.890521, -0.360693, 4.555980], [-1.022144, 1.071072, 4.447620], [0.423811, -1.400383, 3.412183], [0.701029, 0.267670, 2.945493], [-1.646310, -1.127207, 2.137777], [-4.522308, 0.110339, -1.255842], [-3.131669, 0.318581, -1.819263], [-2.278787, 0.929895, -0.824328], [-4.908054, 1.075962, -0.930817], [-4.451675, -0.571908, -0.409340], [-5.188013, -0.351824, -1.983631], [-3.088334, 0.944351, -2.717127], [-2.571333, -0.571788, -2.108930], [-2.620588, 1.811258, -0.635783]], "atomic_forces_ev_per_a": [[-0.183, -0.249, -0.274], [0.101, 1.145, -0.302], [-0.145, 0.964, 0.346], [0.122, -0.146, 0.025], [-0.191, -0.128, 0.061], [0.210, -0.397, 0.123], [0.137, -1.018, -0.422], [0.016, -0.764, -0.806], [-0.032, 0.025, 0.013], [0.016, 0.012, 0.187], [-0.132, 0.406, 0.281], [0.191, 0.080, -0.125], [0.313, 0.715, -0.344], [-0.376, 0.362, 0.347], [-0.130, -0.098, 0.057], [-0.163, 0.032, 0.266], [0.005, -0.052, -0.051], [-0.149, -0.580, -0.253], [0.135, -0.206, 0.578], [-0.177, -0.102, 0.114], [0.702, 0.786, 1.072], [-0.189, -0.841, -0.743], [0.541, -0.298, 0.184], [-0.165, -0.342, -0.075], [-0.205, 0.067, -0.434], [-0.347, -0.207, -0.072], [-0.037, 0.158, 0.148], [-0.104, 0.236, -0.024], [-0.404, 0.287, 0.102], [-0.186, 1.005, 0.536], [-0.227, -0.531, 0.198], [0.127, 0.779, -0.475], [-0.067, 0.056, 0.034], [0.226, -0.743, -0.420], [0.381, -0.010, -0.135], [-0.104, -0.014, -0.122], [-0.113, 0.087, 0.058], [0.124, -0.202, 0.012], [0.545, -0.337, -0.185], [1.008, 0.092, -0.185], [-0.254, -0.136, 0.006], [-0.267, -0.070, 0.023], [-0.066, 0.118, 0.122], [-0.063, 0.183, -0.094], [-0.412, 0.177, 0.102], [-0.415, -0.338, 0.335], [0.402, 0.035, 0.210]], "mulliken_charge": [1.15, -1.05, -0.55, 0.27, 0.28, 0.24, -0.76, -0.62, 0.24, 0.23, 0.10, -1.36, 0.04, -0.22, 0.40, 0.36, 0.34, 0.09, 0.23, 0.20, -1.33, -0.08, -0.11, 0.30, 0.35, 0.39, 0.24, 0.25, 0.18, -1.25, -0.05, -0.26, 0.36, 0.34, 0.28, 0.34, 0.14, 0.19, -1.14, -0.15, -0.23, 0.34, 0.25, 0.37, 0.33, 0.16, 0.18], "s2": 3.754, "multiplicity": 4}



For each record above, in turn, the calculated ΔE to the lowest compared entry with this formula, charge and spin values are 17.5, 0.0 kcal per mole.
For each record above, in turn, the calculated E_tot values are -21092.43143, -48827.90169 eV.